The following is a DFT calculation (ωB97M-V/def2-TZVPD) of C4H3BrClN in the gas phase.

Output
* ΔE to the lowest compared entry with this formula, charge and spin: 0.00 kJ/mol
* structure (SMILES): N#C[C@@H]1C[C@@]1(Cl)Br
* E: -3243.1068 a.u.
* M: 180.432 g mol⁻¹
* HOMO level: -10.0 eV

Each line ends with the Löwdin charge.
CARTESIAN COORDINATES (ANGSTROEM)
1 Br -2.4362 -0.7423 1.3150  0.63
2 Cl -1.3547 -0.5520 -1.7230  0.65
3 N 1.4059 2.0929 -1.4214  0.18
4 C 0.3007 0.6583 0.3127  -0.22
5 C 0.8281 1.4061 -0.7048  -0.27
6 C -0.9686 -0.4604 -0.0136  -1.08
7 C 0.4288 -0.8430 0.2652  -0.22
8 H 0.6609 -1.2430 1.1650  0.07
9 H 0.9085 -1.3485 -0.5472  0.11
10 H 0.2265 1.0320 1.3521  0.15

Force components x, y, z for each atom (eV/Å):
1.409 0.358 -1.294
-0.478 0.040 0.641
-0.103 0.010 -0.407
-3.235 -3.069 2.029
1.039 1.804 -1.153
1.108 1.622 0.506
-0.806 0.363 -1.620
0.483 -1.376 2.716
0.432 0.125 -0.404
0.151 0.123 -1.013